Run A
{
  "formula": "C3H7NO",
  "method": "ωB97M-V/def2-TZVPD",
  "homo_energy_ev": -8.723,
  "smiles": "CCNC=O",
  "species": ["C", "C", "N", "C", "O", "H", "H", "H", "H", "H", "H", "H"],
  "coordinates": [[-1.4230, 0.6508, 0.6068], [-0.5035, -0.5585, 0.4570], [0.6096, -0.3068, -0.4585], [1.8463, -0.0933, -0.0664], [2.1708, -0.1677, 1.2152], [-2.2475, 0.4283, 1.2955], [-1.8579, 0.9389, -0.3583], [-0.8660, 1.5066, 1.0020], [-1.0586, -1.4314, 0.0927], [-0.0557, -0.8241, 1.4184], [0.4077, -0.1850, -1.4427], [2.9871, 0.0554, 0.1322]],
  "nbo_charge": [-0.615, -0.240, -0.585, 0.284, -0.723, 0.218, 0.201, 0.219, 0.196, 0.240, 0.400, 0.404]
}

***

Run B
{
  "formula": "C3H7NO",
  "method": "ωB97M-V/def2-TZVPD",
  "homo_energy_ev": -9.993,
  "smiles": "C=NC.C=O",
  "species": ["O", "C", "H", "H", "C", "C", "N", "H", "H", "H", "H", "H"],
  "coordinates": [[-2.3009, -0.6104, 2.1470], [-2.4322, 0.3014, 1.3828], [-3.3224, 0.9107, 1.3288], [-1.6388, 0.4745, 0.5873], [1.1765, -0.1409, -1.7143], [1.2326, 0.0186, 0.6171], [1.2699, 0.7181, -0.4146], [1.7581, -1.0536, -1.7227], [1.5944, 0.4872, -2.5063], [0.1619, -0.3974, -2.0184], [1.2709, 0.3515, 1.6749], [1.2299, -1.0597, 0.6385]],
  "nbo_charge": [-0.496, 0.278, 0.111, 0.107, -0.459, -0.058, -0.384, 0.190, 0.204, 0.201, 0.171, 0.135]
}

***

What is the stability order? It is run B, run A, from most stable to least stable.